60
Properties=species:S:1:pos:R:3:forces:R:3:mulliken_charge:R:1 method="wB97M-V/def2-TZVPD" homo_ev=-8.240 e_above_lowest_kcal_mol=154.81 multiplicity=1 total_charge=0 total_energy_ha=-1242.354578
C 4.618345 -0.587821 0.092848 -0.56 0.54 -0.80 -1.10
C 3.460304 -0.841599 -0.887449 1.46 1.36 3.16 0.61
O 2.629526 0.057058 -0.947443 -0.02 -2.50 -2.63 -0.57
N 3.464968 -2.098081 -1.310222 -2.04 -1.18 -1.85 -0.16
C 2.343803 -2.595905 -2.118405 -0.36 -0.93 -0.21 -0.44
H 5.478025 -0.224134 -0.469986 0.34 -0.46 0.20 0.29
H 4.757487 -1.493801 0.682710 0.56 0.33 0.13 0.40
H 4.273325 0.266761 0.674879 0.23 -0.34 0.35 0.24
H 4.200318 -2.739236 -1.048911 -0.15 0.40 -0.05 0.25
H 1.360372 -2.345272 -1.720759 0.30 0.84 0.11 -0.20
H 2.241248 -3.681040 -2.126880 0.81 -0.21 0.31 0.40
H 2.395128 -2.347062 -3.178379 0.11 0.51 0.13 0.32
C -2.713489 -3.606374 1.283382 -0.23 -1.08 -0.30 -0.85
C -2.510926 -4.635304 0.149400 0.43 4.39 0.82 0.24
O -2.813197 -5.754168 0.272146 -1.04 -4.78 0.97 -0.61
N -2.035149 -4.202996 -1.026859 0.93 0.60 -1.10 -0.15
C -1.759795 -2.840828 -1.471326 -0.43 -1.40 -0.63 -0.40
H -3.386515 -2.829526 0.920541 0.22 0.29 0.27 0.42
H -1.785573 -3.242915 1.724935 0.06 0.27 -0.49 0.25
H -3.204337 -4.176110 2.072402 -0.19 0.11 -0.07 0.32
H -1.759368 -4.995902 -1.588417 -0.13 0.28 -0.38 0.22
H -2.507356 -2.179549 -1.033200 0.35 -0.11 -0.13 0.35
H -1.900766 -2.825822 -2.552075 -0.14 0.09 -0.06 0.38
H -0.723438 -2.542486 -1.313089 -0.16 0.12 0.37 -0.20
C -2.269130 -1.618313 4.079420 -0.66 -1.53 1.65 -1.13
C -1.301451 -0.728014 3.436225 4.56 -0.90 -0.71 0.66
O -0.108520 -1.143880 3.238450 -2.54 0.56 0.40 -0.66
N -1.633240 0.499211 3.121478 -0.92 2.49 -1.02 -0.09
C -0.806505 1.630063 2.550715 -0.87 0.12 1.72 -0.84
H -3.026646 -1.219738 4.754255 -0.05 0.67 -0.37 0.41
H -1.637058 -2.203215 4.747618 0.01 -0.20 0.01 0.32
H -2.765103 -2.371577 3.467294 0.16 0.41 -0.40 0.17
H -2.603167 0.738711 3.269764 0.12 0.05 0.02 0.24
H -1.221427 2.502327 3.055773 0.33 0.13 0.37 0.40
H -0.889202 1.907103 1.499762 -0.61 -0.68 0.39 0.42
H 0.238456 1.484249 2.824383 -0.25 -0.01 0.03 0.23
C -0.466619 2.824051 -2.182986 -1.50 1.29 -5.23 -0.75
C -0.518547 4.295688 -2.028903 -0.18 -1.41 -0.69 0.48
O -1.283568 4.852653 -1.280590 -0.21 1.04 0.92 -0.65
N 0.297046 4.909763 -2.889147 1.97 2.50 -1.21 -0.23
C 0.712780 6.316603 -2.928994 -0.54 -0.40 0.13 -0.85
H -0.656621 2.615119 -3.235762 -0.13 0.24 -0.80 0.49
H -1.278876 2.398201 -1.593924 -0.61 0.73 -2.35 0.06
H 0.507887 2.393963 -1.951782 -0.08 0.79 -1.55 0.30
H 0.764560 4.508322 -3.689380 -0.60 -1.31 0.81 0.28
H 1.154398 6.351846 -3.924899 -0.03 0.96 0.09 0.31
H 1.471019 6.584140 -2.193055 0.09 -0.22 0.13 0.25
H -0.118426 7.007868 -2.789919 -0.04 -0.05 -0.28 0.28
C 1.873272 1.757189 0.594168 -0.24 0.50 0.58 -1.82
C 0.488961 1.281354 0.130326 0.20 -0.61 0.65 0.74
O -0.256977 1.977174 -0.547652 1.69 -3.14 9.15 -0.86
N 0.047766 0.091085 0.606390 0.76 -0.26 -0.28 0.31
C -1.296516 -0.458337 0.434199 0.33 -0.31 -0.92 -0.37
H 1.827257 2.755008 1.030449 -0.45 0.21 -0.27 0.40
H 2.610178 1.711500 -0.207693 -0.54 0.68 0.34 0.56
H 2.281520 1.153645 1.404827 -0.14 -0.39 -0.06 0.39
H 0.790270 -0.459607 1.013230 -0.66 -0.38 0.31 0.18
H -1.320120 -1.062048 -0.473035 0.15 0.62 0.64 0.14
H -2.113846 0.250599 0.301928 0.55 0.75 0.07 0.27
H -1.616746 -1.070588 1.277225 0.59 -0.06 -0.36 -0.07

***

98
Properties=species:S:1:pos:R:3:forces:R:3:mulliken_spin:R:1 method="wB97M-V/def2-TZVPD" homo_ev="-8.950 / -8.950" e_above_lowest_kcal_mol=45.96 s_squared=0.755 multiplicity=2 total_charge=+1 total_energy_ha=-7543.571330
Ir -0.385485 0.077216 -0.796548 -0.44 0.18 -0.03 0.57
O 0.372455 2.607003 -1.778885 0.07 0.03 0.00 0.00
N 0.020270 1.357949 -2.281185 -0.32 0.16 0.38 0.09
C -0.450641 1.449244 -3.464831 0.31 -0.14 -0.21 -0.05
C -0.787678 0.331453 -4.331276 -0.06 -0.05 0.00 0.02
C -1.005858 0.666922 -5.671567 -0.04 0.02 0.01 0.01
C -1.194935 -0.312880 -6.626701 -0.01 -0.03 0.00 0.00
C -1.156701 -1.648299 -6.251263 0.01 0.02 0.01 0.00
C -0.947750 -1.989165 -4.923954 -0.07 -0.01 -0.03 0.00
C -0.779436 -1.014668 -3.946315 0.11 0.06 0.05 -0.04
P -0.599938 -1.597863 -2.221052 -0.09 -0.11 -0.01 0.23
C 0.794379 -2.732864 -2.321447 0.04 0.04 0.04 0.02
C 1.879781 -2.376209 -3.123581 -0.02 -0.04 -0.02 -0.01
C 3.005208 -3.181091 -3.161819 -0.01 0.00 0.00 0.00
C 3.051011 -4.343247 -2.401624 0.00 0.00 0.00 0.00
C 1.979885 -4.690162 -1.591730 0.00 0.00 0.01 0.00
C 0.853659 -3.880972 -1.538274 0.03 0.01 0.05 -0.01
C -2.142826 -2.513957 -2.000794 0.03 0.03 -0.12 -0.10
C -3.261120 -1.801097 -1.576746 -0.02 -0.02 0.02 0.04
C -4.486267 -2.434394 -1.455781 0.01 0.02 0.01 0.02
C -4.601447 -3.782881 -1.759951 0.01 -0.01 -0.01 0.00
C -3.494135 -4.491149 -2.203857 -0.02 0.00 0.01 0.00
C -2.267783 -3.859209 -2.334456 0.00 -0.02 0.01 0.00
H 1.030412 2.438245 -1.079974 -0.01 -0.01 0.01 0.01
H -0.486033 2.450041 -3.884042 0.11 -0.02 -0.05 0.01
H -1.011316 1.710871 -5.960250 0.01 -0.01 0.00 0.00
H -1.363549 -0.038590 -7.658945 0.00 0.00 0.00 0.00
H -1.297960 -2.426521 -6.989192 0.01 0.00 0.00 0.00
H -0.933106 -3.034892 -4.643740 0.00 0.01 0.00 0.00
H 1.845556 -1.474757 -3.724368 0.00 0.00 0.00 0.00
H 3.843861 -2.906158 -3.787611 0.00 0.00 0.00 0.00
H 3.927128 -4.977556 -2.439672 0.00 0.00 0.00 0.00
H 2.017022 -5.586948 -0.987284 0.00 0.00 0.00 0.00
H 0.036665 -4.127790 -0.872237 -0.01 0.00 0.01 0.00
H -3.171688 -0.752229 -1.315763 0.00 0.01 -0.01 -0.04
H -5.347701 -1.878848 -1.109640 0.00 0.00 0.00 0.00
H -5.554508 -4.282785 -1.649756 0.00 0.00 0.00 0.00
H -3.581297 -5.542937 -2.441982 0.00 0.00 0.00 0.00
H -1.412022 -4.427411 -2.673293 0.00 0.00 0.00 0.00
C -2.576656 4.418965 0.669070 0.03 0.00 0.05 0.00
Ge -1.014869 3.655499 1.519691 -0.02 0.13 -0.05 0.00
C -1.180526 3.378037 3.414857 0.00 -0.02 -0.06 0.00
C -0.049810 3.271248 4.223707 0.00 0.03 0.02 0.00
C -0.184645 3.050802 5.586932 -0.01 0.00 0.00 0.00
C -1.448677 2.940468 6.149269 0.00 0.00 -0.02 0.00
C -2.580634 3.055924 5.353019 0.01 0.00 -0.01 0.00
C -2.447075 3.274445 3.990617 0.00 -0.02 0.04 0.00
C 0.776470 4.095227 0.927973 -0.09 0.00 0.01 0.00
C 1.733042 3.132375 1.141422 0.01 -0.02 -0.01 0.00
C 3.057554 3.298443 0.680989 0.02 -0.01 0.01 0.00
C 3.406686 4.440934 0.023356 0.00 0.01 0.00 0.00
C 2.460638 5.472943 -0.195994 -0.04 -0.02 0.01 0.00
C 2.823327 6.667586 -0.865398 0.01 0.00 0.01 0.00
C 1.911520 7.661436 -1.064995 0.01 0.01 0.00 0.00
C 0.588508 7.508426 -0.599080 0.00 -0.01 0.00 0.00
C 0.209238 6.365765 0.043818 0.02 0.00 0.01 0.00
C 1.128577 5.308243 0.262821 0.00 0.01 -0.02 0.00
H -2.830954 5.377511 1.121064 -0.01 0.00 -0.01 0.00
H -3.418664 3.740428 0.809354 0.00 0.00 0.01 0.00
H -2.406120 4.558206 -0.397065 0.01 -0.01 0.00 0.00
H 0.940547 3.375544 3.796375 0.00 0.00 0.00 0.00
H 0.695987 2.973101 6.210890 0.00 0.00 0.00 0.00
H -1.553135 2.769522 7.212638 0.00 0.00 0.00 0.00
H -3.565507 2.975160 5.793360 0.00 0.00 0.00 0.00
H -3.338409 3.357483 3.379413 0.01 0.00 0.00 0.00
H 1.478897 2.204382 1.640958 0.00 0.01 0.01 0.00
H 3.780112 2.510396 0.846896 0.00 0.00 0.00 0.00
H 4.418522 4.580625 -0.337671 0.00 0.00 0.00 0.00
H 3.844341 6.779042 -1.209389 0.00 0.00 0.00 0.00
H 2.198936 8.572265 -1.572753 0.00 0.00 0.00 0.00
H -0.126658 8.306426 -0.748911 0.00 0.00 0.00 0.00
H -0.806843 6.275636 0.404270 0.00 0.00 0.00 0.00
S 1.808133 -0.250384 0.101764 0.32 -0.16 -0.24 0.23
C 1.973123 -0.892488 1.702022 -0.19 0.26 -0.03 -0.01
N 0.932278 -1.377376 2.394296 0.18 -0.10 0.10 0.00
C 1.041107 -1.874694 3.641427 -0.04 0.01 -0.01 0.00
C 2.238594 -1.864371 4.298031 -0.02 -0.01 -0.01 0.00
C 3.353228 -1.377213 3.607765 0.06 0.02 -0.04 0.00
C 3.229335 -0.901283 2.322750 0.05 0.01 0.08 0.00
H 0.028890 -1.657350 1.888908 -0.12 0.01 -0.03 0.00
H 0.125564 -2.294678 4.036661 -0.02 -0.01 0.00 0.00
H 2.317277 -2.259102 5.299133 0.00 0.00 0.00 0.00
H 4.326262 -1.385603 4.081817 0.00 0.01 0.00 0.00
H 4.082555 -0.535394 1.770024 0.00 0.01 0.01 0.00
O -1.865782 -0.057874 0.982058 -0.08 -0.10 -0.07 -0.01
N -1.926706 1.056368 1.419035 -0.02 0.06 0.08 0.03
O -1.101233 1.861576 0.759899 0.23 -0.19 0.12 -0.02
Se -1.488590 -2.979364 1.318315 0.05 -0.04 -0.08 0.01
C -0.499143 -4.545436 1.762728 -0.09 0.03 0.01 0.00
C -1.171263 -5.704474 2.157152 0.02 -0.05 0.02 0.00
C -0.448574 -6.838172 2.489034 0.01 0.06 -0.01 0.00
N 0.883875 -6.910224 2.464402 0.00 -0.03 0.01 0.00
C 1.523327 -5.808713 2.085733 -0.03 0.04 -0.02 0.00
C 0.892747 -4.625237 1.725817 0.11 -0.03 -0.02 0.00
H -2.252121 -5.717032 2.208084 0.00 0.01 0.00 0.00
H -0.969725 -7.739169 2.794701 0.01 -0.01 0.00 0.00
H 2.608130 -5.867262 2.061443 0.00 -0.01 0.00 0.00
H 1.498880 -3.788955 1.396884 -0.03 0.01 0.00 0.00

***

69
Properties=species:S:1:pos:R:3:forces:R:3:mulliken_charge:R:1 method="wB97M-V/def2-TZVPD" homo_ev=-9.622 e_above_lowest_kcal_mol=22.13 smiles=CC(C)O.CC(C)O.CC(C)O.CC(C)O.CC(C)O.CCO multiplicity=1 total_charge=0 total_energy_ha=-1126.679733
C -15.784720 18.006060 3.368460 -0.57 -0.92 0.30 -1.07
C -15.417930 19.459530 3.478060 1.14 -0.36 -0.43 0.47
C -14.442760 19.687650 4.607090 0.05 0.54 1.45 -0.82
O -14.771010 19.841310 2.267390 -0.88 0.78 -0.13 -0.59
H -16.594560 17.844560 2.657000 0.02 0.01 -0.05 0.28
H -16.072740 17.561400 4.321050 -0.33 0.21 0.19 0.39
H -14.941520 17.383870 3.068490 0.27 0.26 -0.26 0.07
H -16.297850 20.094820 3.579310 0.00 -0.02 0.06 0.36
H -14.198680 20.744880 4.710950 0.21 0.10 -0.34 0.32
H -13.518860 19.110770 4.565770 -0.08 -0.06 -0.65 -0.27
H -14.815490 19.435840 5.599940 -0.56 -0.20 0.03 0.48
H -14.027490 19.245530 2.149830 0.52 -0.20 -0.11 0.21
C -14.811860 16.669100 -3.371700 0.57 0.22 0.42 -1.39
C -15.994710 17.621400 -3.276220 1.22 0.88 -0.84 0.63
C -15.874870 18.838000 -4.237710 0.44 -0.40 0.25 -1.30
O -17.110970 16.923990 -3.679460 -1.88 -1.10 0.06 -0.56
H -14.756610 16.097770 -4.298330 -0.30 0.25 -0.17 0.40
H -14.801020 15.945010 -2.557040 -0.27 -0.03 0.04 0.31
H -13.883380 17.231050 -3.270580 0.09 0.05 -0.09 0.35
H -16.145980 17.930630 -2.242010 0.39 0.27 0.19 0.26
H -14.851530 19.209750 -4.289460 -0.05 0.23 0.09 0.34
H -16.561040 19.651760 -4.003010 0.06 0.01 0.29 0.35
H -16.161100 18.496210 -5.232380 0.15 -0.15 -0.04 0.33
H -17.851530 17.420900 -3.324120 -0.42 -0.24 -0.22 0.34
C -10.318060 20.618650 0.040260 0.75 0.32 1.13 -0.59
C -10.402430 22.090060 0.513070 0.24 0.50 -1.89 0.19
C -9.211320 23.085960 0.152000 -0.43 -2.21 1.18 -1.35
O -11.486770 22.571780 -0.279830 -0.88 0.87 0.35 -0.57
H -10.131560 20.513260 -1.028480 0.36 0.29 0.09 0.42
H -11.275460 20.125900 0.209570 -0.12 0.21 0.20 -0.16
H -9.584950 20.097860 0.656230 0.27 -0.36 -0.28 0.27
H -10.722370 22.155890 1.552980 0.51 -0.10 0.26 0.39
H -9.319480 24.070090 0.607960 -0.55 0.04 -0.52 0.33
H -9.112490 23.040530 -0.932560 0.01 0.50 0.11 0.34
H -8.296550 22.708300 0.608810 0.25 -0.23 -0.18 0.33
H -12.234560 22.533010 0.320930 -0.47 0.12 -0.42 0.33
C -10.936080 18.818550 5.733860 -0.32 0.41 -0.66 -1.49
C -10.687250 19.526690 4.366400 0.71 0.17 1.38 1.35
C -9.798400 20.758670 4.458890 -0.40 0.66 0.52 -1.65
O -10.028540 18.639780 3.474390 -0.69 -0.43 -0.47 -0.67
H -11.771390 18.121510 5.666810 0.09 -0.18 -0.27 0.34
H -11.245230 19.525390 6.503870 0.30 0.16 0.04 0.38
H -10.059910 18.251590 6.048470 0.12 0.17 0.10 0.34
H -11.664760 19.821170 3.984490 0.17 -0.20 -0.49 -0.30
H -9.488420 21.122720 3.479360 -0.07 -0.24 -0.10 0.35
H -8.905450 20.591250 5.061140 0.11 -0.23 0.00 0.41
H -10.328330 21.584210 4.934020 -0.08 0.06 0.13 0.37
H -9.193590 18.409840 3.888620 0.13 -0.17 -0.12 0.38
C -10.493500 12.337550 3.184710 -0.89 0.97 -0.98 -1.30
C -11.217050 13.620670 2.701720 -1.13 -0.93 1.40 0.47
C -11.724310 14.459870 3.870810 -0.05 0.24 -0.47 -0.92
O -10.351730 14.398970 1.972020 1.52 1.28 -0.68 -0.52
H -11.187460 11.621740 3.625300 0.18 0.05 0.16 0.35
H -9.691380 12.645930 3.855230 0.01 -0.31 0.00 0.30
H -10.114810 11.930630 2.247100 0.42 -0.55 0.25 0.42
H -12.043540 13.408120 2.023620 -0.45 -0.61 0.22 0.23
H -12.560650 14.013140 4.408460 0.27 -0.35 0.10 0.40
H -12.116220 15.407030 3.500150 0.17 0.16 -0.07 -0.05
H -10.873680 14.667120 4.520100 -0.16 0.04 0.25 0.30
H -9.831510 13.824370 1.405630 0.09 0.07 -0.15 0.30
C -13.406420 17.592340 0.010120 0.14 0.11 -0.90 -1.49
C -12.224720 17.432770 0.970580 -0.45 0.46 -1.79 0.30
O -12.461350 18.371740 1.965510 -0.37 0.32 1.74 0.34
H -14.375370 17.302600 0.416670 0.16 -0.26 0.27 0.32
H -13.279320 17.107510 -0.957810 0.17 -0.57 0.23 0.42
H -13.537700 18.627970 -0.303470 0.21 0.32 0.40 0.33
H -11.294840 17.800230 0.536540 0.14 -0.71 -0.77 0.36
H -12.098630 16.398640 1.291170 -0.01 0.03 0.36 -0.15
H -11.614420 18.558250 2.377250 0.20 -0.03 0.32 -0.04

***

47
Properties=species:S:1:pos:R:3:forces:R:3:mulliken_charge:R:1 method="wB97M-V/def2-TZVPD" homo_ev=-9.569 e_above_lowest_kcal_mol=0.00 smiles=c1ccncc1.c1ccncc1.ClCCl.ClCCl.ClCCl.ClCCl.ClCCl multiplicity=1 total_charge=0 total_energy_ha=-5294.979768
C 1.203132 5.838906 -2.597932 0.53 0.36 0.54 -0.13
C 0.210154 4.924595 -2.876136 0.00 -0.39 -0.06 -0.67
C 0.552242 3.579097 -2.799126 -0.32 -0.01 -0.52 -0.10
N 1.761364 3.141064 -2.485485 -0.86 -1.10 0.05 -0.27
C 2.675233 4.015817 -2.160291 1.03 0.46 0.10 -0.08
C 2.467261 5.376868 -2.220077 -0.63 0.68 0.12 -0.55
H 1.017047 6.910337 -2.577258 -0.07 -0.18 -0.21 0.37
H -0.794987 5.209136 -3.155621 0.03 0.09 0.03 0.38
H -0.167826 2.808043 -3.062784 -0.07 0.08 0.08 0.37
H 3.629328 3.598594 -1.858351 0.12 0.12 0.02 0.35
H 3.217265 6.095279 -1.915747 0.14 -0.16 -0.10 0.36
C -0.972325 -4.136675 1.775101 -0.35 0.22 -0.77 -0.15
C -1.737023 -2.976610 1.719951 0.39 0.18 0.28 0.08
C -2.285118 -2.478191 2.899615 -0.38 -0.03 -1.07 -0.35
N -2.152724 -3.069270 4.070526 0.21 -0.42 0.63 -0.55
C -1.459681 -4.207262 4.099169 0.56 -0.02 -0.08 -0.27
C -0.848156 -4.784357 2.976704 -0.67 -0.18 0.98 -0.48
H -0.542831 -4.533962 0.859749 0.01 0.01 0.15 0.33
H -1.851212 -2.424313 0.798996 -0.10 -0.15 -0.04 0.29
H -2.927852 -1.600463 2.858953 0.19 0.04 0.10 0.36
H -1.315233 -4.661827 5.078299 -0.22 -0.01 -0.14 0.35
H -0.413651 -5.770988 3.076855 0.33 0.18 -0.06 0.39
Cl 0.907947 2.819357 1.298518 -0.11 0.06 0.00 -0.11
C -0.548911 3.343591 2.177134 0.64 0.25 0.23 -0.22
Cl -0.180632 4.584757 3.392177 0.01 -0.10 -0.08 -0.17
H -1.232979 3.784959 1.475507 -0.24 -0.10 -0.21 0.30
H -0.929612 2.480465 2.694585 -0.29 -0.14 0.02 0.20
Cl -3.734164 -3.027645 -2.390811 0.01 -0.12 -0.01 -0.15
C -2.296961 -3.878266 -2.986218 0.06 0.48 0.08 -0.05
Cl -1.767924 -5.160560 -1.897878 -0.04 -0.06 -0.07 -0.14
H -2.513505 -4.273180 -3.966969 -0.10 -0.27 -0.02 0.35
H -1.505773 -3.141557 -3.052008 0.09 -0.03 0.07 -0.01
Cl -1.780498 0.183789 0.417307 -0.13 0.48 0.03 -0.17
C -0.484475 0.255890 -0.785366 0.34 -0.54 0.40 0.78
Cl -1.034967 -0.374996 -2.337509 0.06 0.20 -0.20 -0.21
H -0.073696 1.251686 -0.863034 -0.29 0.27 -0.23 -0.10
H 0.292219 -0.395465 -0.408167 0.11 -0.15 -0.08 -0.33
Cl 3.151683 0.069686 -1.334381 0.03 0.20 0.12 -0.10
C 2.622901 -1.304037 -2.281957 -0.04 -0.43 0.25 -0.27
Cl 2.239966 -2.718392 -1.244253 0.06 0.22 -0.33 -0.13
H 1.724009 -1.053094 -2.821280 -0.18 0.13 -0.05 0.12
H 3.418163 -1.579248 -2.956460 0.12 -0.14 -0.05 0.40
Cl 1.534406 -1.400861 1.779118 0.09 -0.12 -0.07 -0.10
C 0.743506 -0.534125 3.090951 0.07 0.23 -0.01 0.57
Cl 1.907557 0.099099 4.263396 -0.06 -0.04 0.05 -0.18
H 0.231659 0.307357 2.648219 -0.08 0.11 -0.03 -0.40
H 0.045677 -1.193028 3.584269 -0.01 -0.16 0.15 0.09